1.
# C9H14N4

A cluster of 2 separate species, C9H14N4 in total in a non-equilibrium geometry (wB97M-V/def2-TZVPD, OMol25).

```
27
Properties=species:S:1:pos:R:3:nbo_charge:R:1
C 0.78401 -2.89020 -1.51424 -0.6388
C -2.60572 -3.68876 -2.08035 0.1557
C -0.60585 -2.85572 -2.02174 0.0822
C -1.14313 -2.50098 -3.22616 -0.1079
N -1.54227 -3.60866 -1.33472 -0.4541
N -2.41201 -3.00180 -3.25155 -0.5241
H -3.37187 -4.43578 -2.02037 0.1951
H -3.10016 -2.84203 -3.96605 0.4128
H -0.68410 -2.14420 -4.11728 0.2126
H 1.29398 -3.80317 -1.82803 0.2180
H 0.84710 -2.84746 -0.42690 0.2308
H 1.46223 -2.09751 -1.82796 0.2178
C 0.14849 1.13738 1.68391 -0.4296
C -1.26165 1.64575 1.44349 -0.6067
C 1.10274 2.29995 1.80377 0.1079
C 1.40816 3.01053 2.91534 -0.1323
C 2.56503 3.73519 1.19435 0.1805
N 1.84214 2.76690 0.73372 -0.4629
N 2.33189 3.98966 2.50345 -0.5400
H 0.22956 0.55659 2.60007 0.2108
H 0.54748 0.55934 0.85064 0.2243
H -1.96822 0.86188 1.12943 0.2085
H 1.07488 3.14249 3.93046 0.2119
H 3.22079 4.32651 0.57464 0.1933
H 2.90167 4.36781 3.23956 0.4137
H -1.31233 2.37465 0.63920 0.2154
H -1.75283 1.94163 2.37331 0.2051
```

Summary:
- SMILES string = CCc1c[nH]cn1.Cc1c[nH]cn1
- LUMO (eV) = 0.961
- energy (Ha) = -570.34833

2.
# C4H11N3

A structure of composition C4H11N3 in a non-equilibrium geometry (wB97M-V/def2-TZVPD, OMol25).

```
18
Properties=species:S:1:pos:R:3:mulliken_spin:R:1
C -2.12940 0.02745 0.25661 0.0144
C -0.96326 0.02299 -0.90772 0.0414
C 0.35143 -0.06788 -0.23331 0.0011
N 2.82394 -0.08354 0.98184 0.0063
C 2.55747 -0.45896 -0.42372 0.0052
N 1.41406 -0.25437 -1.17318 0.0060
N -2.73293 1.20926 1.04994 0.7413
H -2.79320 0.94772 -0.23547 0.0238
H -2.87734 -0.77021 0.02627 0.0123
H -1.00351 0.93831 -1.55050 0.0006
H -1.07165 -0.87810 -1.49395 0.0043
H 0.50342 0.84379 0.38826 0.0025
H 0.22535 -0.94626 0.41697 0.0019
H 2.08142 -1.05595 0.62681 -0.0002
H 3.81229 -0.34162 1.17936 -0.0002
H 3.43636 -0.53203 -0.98744 0.0002
H -1.64908 -0.51788 1.05293 0.1574
H -1.98539 1.91727 1.02632 -0.0184
```

Summary:
- net charge = +1
- spin multiplicity = 2
- <S²> = 0.756
- LUMO (alpha / beta) (eV) = -4.751 / -8.801
- energy (Ha) = -322.64755

3.
# C3H7O2Pt

A structure of composition C3H7O2Pt in a non-equilibrium geometry (wB97M-V/def2-TZVPD, OMol25).

```
13
Properties=species:S:1:pos:R:3:mulliken_spin:R:1
C -1.66341 0.95467 -0.51537 0.0227
O -0.40614 0.41705 -0.13986 0.0327
C -0.43019 -0.87323 0.41317 0.0368
C 0.69923 -1.57280 0.30933 0.2777
H -1.49154 1.99572 -0.80866 0.0163
H -2.08893 0.40466 -1.36822 -0.0199
H -2.36417 0.90876 0.33059 0.0060
H -1.27901 -1.01384 1.09569 0.0069
H 0.57711 -2.64647 0.13312 0.0076
Pt 1.23908 -0.02230 -1.20513 2.6087
O 2.40206 0.39707 0.19422 -0.0134
H 2.18333 -0.24232 1.09843 0.0161
H 2.62257 1.29301 0.46267 0.0019
```

Summary:
- spin multiplicity = 4
- <S²> = 3.758
- LUMO (alpha / beta) (eV) = 0.232 / -0.076
- energy (Ha) = -387.96846

4.
# BF4H22O11

A cluster of 12 separate species, BF4H22O11 in total in a non-equilibrium geometry (wB97M-V/def2-TZVPD, OMol25).

```
38
Properties=species:S:1:pos:R:3:nbo_charge:R:1
B 0.41332 -1.00095 -0.39242 1.3335
F 0.34432 -0.70195 0.98958 -0.5866
F -0.41168 -2.04695 -0.74242 -0.5545
F -0.08168 0.21805 -0.94442 -0.5802
F 1.73332 -1.23095 -0.80442 -0.5615
O 2.64732 1.59805 -0.96942 -0.9758
H 1.91132 1.61605 -0.33442 0.4823
H 2.84032 0.67205 -0.97242 0.4766
O 0.99532 2.24405 1.12158 -0.9520
H 1.71432 2.68205 1.58358 0.4822
H 0.95732 1.43505 1.54758 0.5026
O 0.41732 2.54005 -2.78142 -1.0186
H 1.02132 1.88105 -2.37542 0.5015
H -0.04168 3.09305 -2.11342 0.4903
O -0.93768 0.05305 3.26258 -0.9783
H -1.86568 0.12105 3.04258 0.4716
H -0.52368 -0.57795 2.67958 0.4982
O 0.57532 -2.35595 3.30058 -0.9537
H 0.48032 -2.66995 2.40058 0.4878
H 0.05132 -2.98195 3.81258 0.4624
O -2.39868 0.16305 0.53558 -0.9816
H -1.43868 0.07705 0.45958 0.4979
H -2.77368 0.70505 -0.19142 0.4719
O -0.56568 -3.80395 1.13158 -0.9744
H -0.19168 -3.32795 0.38558 0.4899
H -1.43068 -4.01195 0.82358 0.4727
O 3.48632 -1.42995 1.52858 -0.9514
H 2.74732 -1.48395 0.94258 0.4830
H 3.61632 -2.30795 1.88158 0.4631
O -1.71568 1.02705 -3.95142 -1.0038
H -1.87068 0.23305 -3.48342 0.4646
H -1.04868 1.50405 -3.42742 0.4952
O -0.75268 3.53605 -0.64642 -0.9365
H -0.42268 4.40505 -0.45642 0.4649
H -0.19468 2.97705 -0.16042 0.5002
O -2.46368 -1.17395 -2.55442 -0.9371
H -2.95468 -0.38795 -2.28342 0.4629
H -1.86768 -1.28695 -1.84442 0.4907
```

Summary:
- net charge = -1
- LUMO (eV) = 2.748
- energy (Ha) = -1265.50697

5.
# C5H14N

A cluster of 2 separate species, C5H14N in total (wB97M-V/def2-TZVPD, OMol25).

```
20
Properties=species:S:1:pos:R:3:nbo_charge:R:1
C -0.73272 1.68910 -0.10259 -0.6155
C -0.17431 0.46212 0.60671 -0.4128
C 0.10141 0.67424 2.08799 -0.3922
C 0.65110 -0.57330 2.76557 -0.6052
H -1.65663 2.03073 0.36291 0.2339
H -0.97354 1.53158 -1.16073 0.1772
H -0.02716 2.51884 -0.06933 0.2270
H 0.78274 0.15808 0.15640 0.1634
H -0.84585 -0.40314 0.48726 0.1839
H -0.80741 1.01619 2.58391 0.2117
H 0.81107 1.49621 2.20142 0.2090
H -0.05258 -1.40468 2.70445 0.2046
H 0.85174 -0.39473 3.82016 0.2313
H 1.59457 -0.87637 2.30692 0.1994
C -0.19561 -1.50719 -3.17482 0.1631
N 0.31093 -0.79700 -2.25356 -0.5714
H -1.24532 -1.75959 -3.11448 0.2381
H 0.42911 -1.86410 -3.98493 0.2400
H 1.29568 -0.53897 -2.22619 0.4486
H -0.25973 -0.42067 -1.48684 0.4659
```

Summary:
- net charge = +1
- LUMO (eV) = -5.682
- energy (Ha) = -253.37233

6.
# C3H5N3O

The molecule C3H5N3O in a non-equilibrium geometry (wB97M-V/def2-TZVPD, OMol25).

```
12
Properties=species:S:1:pos:R:3:nbo_charge:R:1
N -1.87062 -0.56338 0.96346 -0.8104
C -0.64790 -0.16383 0.45140 0.5378
N 0.46622 -0.86691 0.43369 -0.5761
C 1.34720 -0.08813 -0.26862 0.4372
O 2.60437 -0.52855 -0.46878 -0.6565
C 0.78242 1.09042 -0.69422 -0.2750
N -0.51706 1.02234 -0.16248 -0.5526
H -1.86784 -1.55756 1.14580 0.3946
H -2.63059 -0.31675 0.33825 0.3796
H 2.64876 -1.39364 -0.03416 0.4906
H 0.79064 1.53616 -1.67175 0.2167
H -1.10558 1.82984 -0.03260 0.4140
```

Summary:
- SMILES string = Nc1nc(O)c[nH]1
- LUMO (eV) = 0.843
- energy (Ha) = -356.82288

7.
# C20H19N3O6

The molecule C20H19N3O6 in a non-equilibrium geometry (wB97M-V/def2-TZVPD, OMol25).

```
48
Properties=species:S:1:pos:R:3:nbo_charge:R:1
O -1.09106 -0.53555 -3.00904 -0.6022
O 1.90274 -1.52075 -5.90914 -0.6231
O 3.23208 0.39808 -2.10022 -0.5970
O -0.40932 2.75892 2.28165 -0.4984
O -1.07626 -0.01512 2.03456 -0.5362
O -0.64500 -2.88443 5.12227 -0.5284
C 0.08693 -0.60207 -3.21477 0.7791
C 1.69716 -1.16523 -4.75574 0.7742
C 2.33431 -0.11336 -2.76232 0.7928
C -3.99474 4.91965 2.29403 -0.2443
C -2.92902 5.23505 3.17447 -0.1894
C -3.79483 3.91243 1.35742 -0.1727
C -1.74849 4.53255 3.10977 -0.2662
C -2.60044 3.17546 1.29845 -0.2981
C 0.60847 2.66726 0.11252 -0.2182
C 0.96657 1.95139 -0.99945 -0.2248
C -0.10040 -0.04632 -0.15828 -0.2609
C -1.58116 3.47584 2.20149 0.3079
C -0.01502 1.99086 1.20035 0.2326
C -0.36057 0.63246 1.03849 0.3171
C 0.61768 0.60170 -1.18000 0.2229
N 0.42499 -1.16226 -4.37801 -0.6106
N 0.99539 -0.13065 -2.31069 -0.4927
N 2.72676 -0.72787 -3.94476 -0.4516
C 4.09586 -0.71700 -4.45262 -0.4109
C -0.31140 -0.28792 3.22512 -0.0555
C -0.40151 -1.50518 5.46520 -0.0484
C -1.37779 -2.54903 3.95790 -0.0471
C -1.15142 -1.04477 4.21135 -0.2900
H -4.86925 5.54457 2.25077 0.2163
H -2.97193 6.01853 3.92918 0.2172
H -4.59475 3.70268 0.67110 0.2129
H -0.91390 4.70014 3.79213 0.2237
H -2.51788 2.42102 0.53384 0.2320
H 0.84519 3.72350 0.28972 0.2369
H 1.54941 2.43333 -1.76961 0.2289
H -0.45324 -1.07511 -0.28723 0.2435
H -0.28627 -1.42551 -5.04584 0.4609
H 4.30839 0.13824 -5.06749 0.2144
H 4.30836 -1.60203 -5.06007 0.2396
H 4.85467 -0.72606 -3.62091 0.2432
H 0.54984 -0.92699 2.91843 0.1690
H 0.13662 0.60478 3.66106 0.1900
H -0.81734 -1.18638 6.42637 0.1805
H 0.67149 -1.27485 5.45887 0.1696
H -0.94516 -2.97079 3.04019 0.1698
H -2.45557 -2.86555 3.92236 0.1731
H -2.07134 -0.46180 4.43060 0.2184
```

Summary:
- SMILES string = Cn1c(=O)[nH]c(=O)n(-c2ccc(Oc3ccccc3)c(OCC3COC3)c2)c1=O
- LUMO (eV) = 0.477
- energy (Ha) = -1389.22578

Energy relative to the best compared isomer or geometry (same formula, charge and spin)
In order: 39.9 938.3 50.6 59.1 120.6 90.6 169.2
Unit: kJ/mol